Entry 1:
52
Properties=species:S:1:pos:R:3:forces:R:3:nbo_charge:R:1 method="wB97M-V/def2-TZVPD" lumo_ev=0.3801 e_tot_ev=-30754.5722 largest_force_ev_per_a=1.3 smiles="COc1cccc(/C=N/NC(=O)CCCC(=O)NC2CCCCC2)c1" gap_ev=8.647 relative_energy_ev=2.1672 spin_multiplicity=1
C -5.77329 -3.11028 0.00782 0.08 -0.20 -0.06 -0.25
O -6.25585 -1.83314 0.34706 -0.05 0.31 0.06 -0.49
C -5.42847 -0.76247 0.19770 -0.11 0.25 0.07 0.30
C -5.95929 0.47247 0.57821 0.00 -0.27 -0.03 -0.25
C -5.19961 1.62071 0.46938 -0.04 -0.09 0.01 -0.19
C -3.90760 1.56505 -0.01788 0.20 -0.18 -0.10 -0.21
C -3.36707 0.33978 -0.40474 -0.81 0.28 0.33 -0.08
C -2.01692 0.24655 -0.91520 0.90 -0.13 -0.36 0.06
N -1.26393 1.26840 -0.99621 -0.74 0.21 0.28 -0.22
N -0.02035 1.13473 -1.47265 0.36 -1.12 -0.50 -0.44
C 0.90491 2.13130 -1.40653 -0.21 0.49 -0.14 0.69
O 2.03717 1.94439 -1.80645 0.21 0.01 -0.10 -0.63
C 0.41244 3.42177 -0.80318 -0.03 0.07 0.15 -0.51
C 0.24434 3.29128 0.71577 0.09 0.04 0.01 -0.39
C 1.52356 2.79544 1.39361 -0.34 -0.06 -0.03 -0.50
C 1.63972 1.27780 1.31519 0.42 0.39 0.08 0.68
O 0.76165 0.54008 1.72070 -0.33 -0.20 0.13 -0.65
N 2.81608 0.82398 0.83423 0.36 -0.19 0.02 -0.61
C 3.11513 -0.59268 0.72259 -0.09 0.04 -0.15 -0.05
C 2.40636 -1.22844 -0.47760 -0.04 -0.18 0.27 -0.42
C 2.77918 -2.70144 -0.61008 0.09 0.13 -0.24 -0.40
C 4.29058 -2.86809 -0.72566 -0.10 -0.20 0.26 -0.40
C 4.98147 -2.25634 0.48874 0.10 0.16 -0.29 -0.39
C 4.62572 -0.77787 0.61272 -0.15 -0.19 0.30 -0.40
C -4.13335 -0.82285 -0.29573 0.07 -0.07 -0.04 -0.25
H -4.90022 -3.38301 0.60941 -0.02 0.01 -0.03 0.18
H -6.58776 -3.79984 0.22381 0.09 0.01 -0.03 0.20
H -5.51858 -3.17527 -1.05522 0.01 0.01 0.05 0.17
H -6.96827 0.49958 0.95777 -0.12 0.01 0.05 0.22
H -5.62244 2.56758 0.77004 -0.04 0.08 0.03 0.22
H -3.30236 2.45201 -0.10572 0.04 0.13 0.00 0.22
H -1.66626 -0.74669 -1.22351 0.05 0.08 0.01 0.16
H 0.30370 0.22020 -1.80112 -0.02 0.35 0.14 0.38
H -0.54820 3.67707 -1.25032 0.02 0.06 -0.02 0.24
H 1.14225 4.20001 -1.03242 0.00 -0.12 -0.08 0.23
H -0.56044 2.58819 0.93764 0.01 0.13 0.07 0.24
H -0.03152 4.26865 1.11576 -0.03 -0.04 0.00 0.21
H 1.48200 3.04289 2.45693 0.09 -0.05 -0.03 0.24
H 2.40109 3.27524 0.95909 0.06 0.04 0.05 0.21
H 3.38550 1.44321 0.27770 -0.13 0.09 0.08 0.41
H 2.73984 -1.06283 1.63926 0.09 -0.01 -0.09 0.21
H 1.32975 -1.13220 -0.32472 -0.03 0.08 -0.04 0.21
H 2.68748 -0.68267 -1.38181 -0.01 0.06 -0.04 0.21
H 2.28883 -3.12894 -1.48762 -0.06 -0.06 0.06 0.21
H 2.42231 -3.24222 0.26953 -0.05 -0.09 0.02 0.20
H 4.54316 -3.92744 -0.80401 0.05 0.00 -0.08 0.21
H 4.64266 -2.37071 -1.63217 0.05 -0.01 -0.08 0.19
H 6.06387 -2.36794 0.39952 0.01 -0.04 0.09 0.21
H 4.66291 -2.78295 1.39109 0.03 -0.05 0.07 0.20
H 5.11262 -0.34467 1.48887 0.01 0.09 -0.03 0.21
H 4.98127 -0.24492 -0.27308 0.06 0.08 -0.06 0.19
H -3.69572 -1.76246 -0.59655 0.02 -0.12 -0.02 0.21

***

Entry 2:
119
Properties=species:S:1:pos:R:3:forces:R:3:mulliken_charge:R:1 method="wB97M-V/def2-TZVPD" lumo_ev=-2.6766 e_tot_ev=-135365.6362 largest_force_ev_per_a=1.3 total_charge=+1 gap_ev=7.208 spin_multiplicity=1
Y 2.88531 -0.75344 0.11814 -0.41 -1.14 0.59 0.97
C 4.40209 -2.94510 2.52171 -0.02 -0.03 -0.01 -0.93
C 4.09437 -1.63742 3.23365 -0.01 0.00 0.00 -1.14
N 2.84119 -1.03952 2.75304 0.03 0.02 -0.02 0.13
C 1.64024 -1.63278 3.32143 0.02 0.01 0.01 -0.09
C 1.21250 -2.85971 2.55801 0.02 -0.06 0.02 0.34
C 0.60754 -3.93516 3.19630 0.03 0.01 -0.01 -1.20
C 0.31225 -5.07031 2.45897 -0.03 0.01 0.01 -1.03
C 0.63336 -5.09691 1.11282 -0.01 0.02 -0.02 -1.12
C 1.21183 -3.97000 0.54463 -0.03 0.02 0.03 0.78
C 1.56450 -3.93276 -0.92226 0.02 -0.02 -0.02 -1.76
N 2.65923 -3.01678 -1.19606 0.04 0.06 -0.05 0.20
C 3.99502 -3.63534 -1.14608 -0.02 -0.01 -0.05 -1.02
C 4.40042 -3.95650 0.28115 0.02 -0.03 0.03 -0.87
N 4.40164 -2.73381 1.07748 0.12 0.11 -0.17 0.01
N 1.48018 -2.87011 1.24997 -0.14 0.11 -0.14 2.28
H 3.64980 -3.70379 2.75652 -0.01 0.02 -0.01 0.29
H 5.36017 -3.33462 2.88553 0.00 0.00 0.01 0.53
H 4.88319 -0.91350 3.03180 0.00 0.01 -0.02 0.42
H 4.06087 -1.81283 4.31646 0.02 0.00 0.00 0.48
H 2.87496 -0.04236 2.93663 0.03 0.02 -0.03 0.31
H 0.83466 -0.89880 3.27687 0.02 -0.02 -0.02 -0.95
H 1.77735 -1.90169 4.37692 -0.01 0.00 0.00 0.63
H 0.41604 -3.89244 4.26044 0.00 0.00 0.00 0.59
H -0.13594 -5.93317 2.93473 0.00 0.00 0.00 0.46
H 0.45359 -5.97584 0.50750 0.00 -0.01 0.01 0.57
H 0.68171 -3.60095 -1.47726 -0.02 0.03 0.01 0.15
H 1.78909 -4.95188 -1.26129 -0.02 0.00 -0.01 0.51
H 2.54771 -2.57465 -2.10102 -0.01 -0.01 0.00 0.25
H 4.69549 -2.91926 -1.58239 0.00 0.01 0.02 0.38
H 4.02926 -4.54843 -1.75283 0.00 0.00 0.00 0.54
H 5.37471 -4.45857 0.27720 0.00 0.00 -0.01 0.54
H 3.69276 -4.66070 0.72836 -0.01 0.01 0.00 0.29
H 5.20902 -2.16436 0.82202 -0.02 0.02 0.04 0.47
N 0.91592 0.39571 0.93218 -0.09 0.21 0.05 0.85
S -0.07786 1.33228 1.41412 0.17 -0.07 0.08 0.51
N -1.66510 1.01699 0.98267 -0.12 -0.04 0.02 -0.02
S -2.25184 1.43998 -0.36664 -0.17 0.12 -0.04 1.46
N -1.53571 1.23828 -1.73206 0.40 0.05 0.03 0.03
S -0.66887 0.00745 -2.27295 -0.37 -0.57 0.06 1.87
N 0.84795 -0.21595 -1.95826 0.05 0.64 -0.06 0.76
C -1.50420 -1.41950 -1.62976 -0.07 0.07 -0.04 0.53
C -2.56979 -1.97408 -2.33120 0.03 -0.03 -0.07 -0.90
C -3.32005 -2.96854 -1.72591 -0.02 -0.02 0.05 -1.08
C -3.02815 -3.37317 -0.42876 -0.01 0.00 -0.02 -1.05
C -1.98395 -2.78438 0.26818 0.08 -0.03 -0.05 -1.20
C -1.20815 -1.80277 -0.33139 0.02 -0.05 0.11 1.45
C -1.03454 -0.00406 -4.00560 0.07 0.05 -0.02 0.25
C -1.78738 0.99416 -4.59893 -0.09 -0.05 0.01 -0.30
C -1.99578 0.93052 -5.96712 0.01 -0.01 -0.01 -0.90
C -1.44575 -0.10512 -6.71185 -0.01 0.01 0.01 -0.68
C -0.68088 -1.08634 -6.09689 0.00 0.00 0.00 -0.77
C -0.46526 -1.04033 -4.72898 0.03 -0.01 -0.01 -0.34
C -2.60769 3.17056 -0.47025 -0.14 0.03 -0.07 1.01
C -1.88077 3.98322 -1.32523 -0.11 -0.01 -0.13 -0.23
C -2.14867 5.34496 -1.31444 -0.18 -0.05 -0.06 -0.86
C -3.12005 5.86148 -0.47045 -0.10 -0.06 -0.06 -0.89
C -3.83101 5.02707 0.38659 -0.02 0.03 -0.06 -0.86
C -3.57267 3.66860 0.39671 -0.08 0.02 -0.02 -1.13
C -3.83611 0.64477 -0.41476 0.04 0.03 -0.04 0.37
C -4.24937 -0.19958 0.59886 -0.01 -0.03 0.04 -0.19
C -5.49611 -0.80246 0.48900 0.02 0.01 0.02 -0.90
C -6.29718 -0.55380 -0.61422 0.00 0.01 -0.02 -0.63
C -5.86197 0.29689 -1.62607 0.00 -0.01 0.01 -0.82
C -4.62302 0.90289 -1.53212 0.01 0.00 -0.03 -1.05
C 0.08024 3.06395 1.04173 0.15 0.04 0.02 0.32
C 0.98250 3.41803 0.06031 0.14 0.01 0.04 0.09
C 1.11623 4.76015 -0.28323 0.04 -0.01 0.07 -0.74
C 0.35198 5.71225 0.36750 0.15 -0.03 0.11 -1.00
C -0.55527 5.33924 1.36130 0.17 -0.01 0.11 -0.69
C -0.69906 4.01054 1.70737 0.09 0.03 0.07 -0.56
C -0.27177 1.36305 3.18411 0.02 0.04 0.00 -0.51
C -1.39946 0.92585 3.85532 -0.04 0.00 0.04 0.44
C -1.37393 0.87342 5.24466 -0.01 0.00 -0.02 -0.89
C -0.23606 1.25941 5.93592 0.03 0.01 -0.01 -0.66
C 0.88813 1.70547 5.24738 -0.01 -0.01 0.02 -0.75
C 0.87774 1.75719 3.86457 0.00 0.01 -0.01 -0.51
H -2.81003 -1.64847 -3.33416 0.01 0.01 0.01 0.55
H -4.14005 -3.42131 -2.26701 0.00 0.00 0.00 0.45
H -3.62570 -4.14423 0.04058 0.00 0.00 0.00 0.47
H -1.76339 -3.08360 1.28462 0.03 -0.03 0.03 0.56
H -0.41152 -1.31600 0.21509 0.10 -0.03 -0.01 -0.56
H -2.17363 1.81326 -4.00980 0.02 0.00 0.01 0.33
H -2.57087 1.70432 -6.45680 0.00 0.00 0.00 0.49
H -1.60221 -0.13875 -7.78151 0.00 0.00 0.00 0.42
H -0.23868 -1.88088 -6.68181 0.00 0.00 0.00 0.48
H 0.14952 -1.78528 -4.23958 0.01 0.01 0.01 0.35
H -1.10792 3.56948 -1.96035 -0.06 -0.01 -0.03 0.64
H -1.58479 5.99949 -1.96514 0.00 0.00 0.00 0.58
H -3.32455 6.92387 -0.47397 0.00 0.01 0.00 0.44
H -4.58411 5.43659 1.04568 -0.01 0.00 0.00 0.45
H -4.11497 3.01039 1.06500 0.01 -0.02 -0.01 0.54
H -3.60416 -0.38803 1.44483 0.01 0.02 0.00 0.37
H -5.83721 -1.46659 1.27177 -0.01 0.00 0.00 0.52
H -7.26951 -1.02230 -0.68939 0.00 0.00 0.00 0.44
H -6.49020 0.48961 -2.48502 0.00 0.00 0.00 0.49
H -4.27261 1.56652 -2.31343 0.01 0.00 0.01 0.33
H 1.62484 2.67528 -0.38741 0.10 -0.11 -0.08 -0.01
H 1.83315 5.02815 -1.04802 0.01 0.02 -0.01 0.64
H 0.46416 6.75921 0.11607 0.00 0.01 -0.01 0.46
H -1.14302 6.09222 1.86998 0.01 -0.01 0.00 0.52
H -1.39781 3.71651 2.48165 0.03 -0.01 0.00 0.53
H -2.28470 0.63277 3.30864 0.01 0.00 -0.02 0.32
H -2.24814 0.53466 5.78460 0.00 0.00 0.00 0.49
H -0.22319 1.21936 7.01703 0.00 0.00 0.00 0.43
H 1.77308 2.01446 5.78735 0.00 0.00 0.01 0.51
H 1.75320 2.09574 3.31712 -0.01 -0.01 -0.01 0.50
O 4.32253 1.11193 1.82010 -0.34 0.19 -0.19 -0.53
S 4.93011 1.18289 0.44912 -0.18 -0.02 -0.36 0.03
N 3.48860 1.45298 -0.46908 0.73 -0.02 -0.67 -0.27
F 3.33256 -0.72139 -2.11521 -0.09 -0.17 0.08 -0.91
Te 3.74423 1.41069 -2.44378 -0.61 0.81 0.88 1.12
F 2.86940 3.10562 -2.70283 0.03 -0.01 0.11 -0.42
F 5.15800 2.67369 -2.29432 -0.02 -0.08 -0.30 -0.42
F 5.27411 0.38946 -2.87000 -0.04 -0.06 0.05 -0.41
F 3.47883 1.24961 -4.30122 0.18 0.01 0.00 -0.42
O 5.11875 -0.30364 0.03940 0.26 0.08 0.38 -0.55
O 0.71512 1.75392 -3.04914 0.28 0.00 0.05 -0.28
C 1.47941 0.96694 -2.52011 -0.14 -0.05 -0.19 0.52

***

Entry 3:
15
Properties=species:S:1:pos:R:3:forces:R:3:nbo_charge:R:1 method="wB97M-V/def2-TZVPD" lumo_ev=0.8139 e_tot_ev=-10995.0650 largest_force_ev_per_a=5.0 smiles=Cc1nc(C)c(F)[nH]1 gap_ev=9.334 relative_energy_ev=1.2427 spin_multiplicity=1
C -2.76551 0.44095 0.33062 -1.51 1.55 -0.19 -0.67
C -1.31778 0.34663 0.07534 2.95 -1.71 -1.12 0.34
N -0.54293 0.46948 -1.03553 -2.79 1.89 0.33 -0.46
C 0.73090 0.10668 -0.74374 1.85 -0.08 -2.73 0.02
C 1.99921 0.37553 -1.56102 -0.53 -0.54 -3.03 -0.63
C 0.73055 -0.46324 0.42874 -2.02 -0.32 4.53 0.47
F 1.61203 -0.97981 1.27618 0.85 -0.13 -0.31 -0.31
N -0.52922 -0.22344 1.01387 0.20 -1.52 1.65 -0.56
H -3.33317 -0.53392 0.15679 0.82 1.32 0.32 0.24
H -3.01009 0.90253 1.38797 0.57 -1.10 -2.08 0.23
H -3.07066 1.20293 -0.43843 -0.44 -0.80 0.78 0.25
H 2.03230 -0.01475 -2.72864 -0.73 0.90 2.91 0.22
H 2.88759 -0.13537 -1.16467 -0.38 0.49 0.39 0.23
H 2.11659 1.47754 -1.64262 0.27 -0.74 0.18 0.23
H -0.88998 -0.64222 1.91589 0.91 0.78 -1.64 0.42